Here is an isolated molecule of C5H10S from the OMol25 dataset. Energies are from ωB97M-V with the def2-TZVPD basis set.

Results
- net charge = 0
- lowest unoccupied orbital energy (eV) = 1.009
- relative energy (zero: lowest compared OMol25 entry of this formula, charge and spin) (kcal/mol) = 18.3
- maximum force (eV Å⁻¹) = 0.6
- SMILES string = CSC1(C)CC1

Each line ends with the Löwdin charge.
Geometry (Å):
C 0.899 -2.150 0.116  -0.390
S 1.432 -0.608 0.918  0.855
C 0.156 0.515 0.296  -0.790
C -1.191 0.336 0.947  -0.092
C 0.258 0.903 -1.149  -0.146
C 0.633 1.885 -0.080  -0.142
H 1.717 -2.854 0.221  0.025
H 0.704 -1.956 -0.935  0.033
H 0.011 -2.538 0.606  0.026
H -1.095 0.412 2.029  0.077
H -1.612 -0.639 0.706  0.072
H -1.882 1.103 0.604  0.081
H -0.660 1.057 -1.697  0.103
H 1.055 0.478 -1.741  0.095
H 1.679 2.113 0.053  0.092
H -0.026 2.719 0.114  0.102